(1)
DFT (ωB97M-V/def2-TZVPD) results for 19 unconnected molecules or ions with the total composition C43H76Cl30O9P.

Summary:
- expectation value of S² = 0.77
- 2S+1 = 2
- HOMO level (alpha / beta) (eV) = -4.61 / -6.86
- frontier orbital gap (alpha / beta) (eV) = 2.2 / 4.5
- F_max (eV/Å) = 4.21
- total energy (Ha) = -16508.1401

Each line ends with the Löwdin charge.
Cartesian coordinates (Å):
1 C -0.55 0.67 -4.85  -0.117
2 C -0.14 0.02 -3.57  -0.256
3 C -0.93 0.47 -2.33  -0.232
4 C -0.54 -0.44 -1.15  -0.267
5 P -1.51 -0.13 0.38  1.119
6 C -1.43 1.68 0.87  -0.265
7 C -0.08 2.43 0.80  -0.237
8 C 0.95 2.00 1.90  -0.261
9 C 2.15 2.90 1.91  -0.159
10 C -3.23 -0.85 0.16  -0.237
11 C -3.47 -1.83 -0.96  -0.288
12 C -2.92 -3.22 -0.67  -0.265
13 C -3.47 -4.28 -1.67  -0.111
14 C -0.66 -1.10 1.68  -0.231
15 C 0.68 -1.84 1.31  -0.286
16 C 1.17 -2.68 2.45  -0.260
17 C 2.55 -3.22 2.00  -0.102
18 H -1.62 0.68 -5.05  0.030
19 H -0.20 0.20 -5.77  0.076
20 H -0.27 1.72 -4.84  0.064
21 H 0.90 0.26 -3.36  0.086
22 H -0.12 -1.07 -3.69  0.087
23 H -2.02 0.42 -2.43  0.071
24 H -0.65 1.52 -2.25  0.089
25 H 0.50 -0.32 -0.86  0.080
26 H -0.68 -1.49 -1.38  0.043
27 H -1.94 1.88 1.81  0.085
28 H -2.19 2.11 0.21  0.020
29 H -0.29 3.49 0.97  0.084
30 H 0.43 2.35 -0.16  0.097
31 H 1.37 1.02 1.72  0.087
32 H 0.40 2.00 2.84  0.100
33 H 2.77 2.84 2.81  0.064
34 H 1.77 3.92 1.88  0.012
35 H 2.67 2.79 0.96  0.058
36 H -4.00 -0.09 0.07  0.093
37 H -3.47 -1.26 1.14  0.093
38 H -2.97 -1.47 -1.86  0.066
39 H -4.54 -1.84 -1.19  0.044
40 H -3.04 -3.43 0.39  0.085
41 H -1.83 -3.15 -0.69  0.029
42 H -3.23 -4.25 -2.73  0.023
43 H -4.56 -4.33 -1.58  0.021
44 H -3.14 -5.27 -1.36  0.007
45 H -1.33 -1.88 2.03  0.091
46 H -0.41 -0.49 2.55  0.089
47 H 1.53 -1.17 1.17  0.084
48 H 0.59 -2.47 0.42  0.077
49 H 0.49 -3.47 2.76  0.077
50 H 1.22 -1.97 3.28  0.108
51 H 3.20 -3.62 2.78  0.068
52 H 3.16 -2.47 1.51  0.051
53 H 2.31 -4.06 1.35  0.064
54 C 1.93 3.96 7.47  -0.018
55 C 0.69 4.07 7.90  -0.284
56 C -0.48 3.20 7.54  -0.383
57 O -1.57 3.32 8.15  -0.032
58 C -0.04 2.27 6.52  0.010
59 C 1.24 2.05 6.09  -0.319
60 C 2.38 2.84 6.63  -0.371
61 O 3.59 2.55 6.36  -0.081
62 O 1.56 1.10 5.23  0.026
63 O 0.39 5.13 8.70  0.038
64 H 2.73 4.64 7.72  0.122
65 H -0.78 1.71 5.97  0.083
66 H 2.52 1.06 5.25  0.028
67 H -0.53 5.07 8.98  0.086
68 C 4.26 -0.09 -7.27  0.047
69 C 5.19 0.48 -8.04  -0.166
70 C 5.33 1.98 -8.29  -0.256
71 O 6.18 2.47 -9.10  0.074
72 C 4.30 2.79 -7.67  0.058
73 C 3.42 2.21 -6.85  -0.231
74 C 3.36 0.72 -6.52  -0.248
75 O 2.50 0.27 -5.69  -0.008
76 O 2.53 2.98 -6.24  0.118
77 O 6.18 -0.27 -8.63  0.097
78 H 4.33 -1.16 -7.13  0.131
79 H 4.16 3.86 -7.76  0.143
80 H 1.95 2.36 -5.79  0.088
81 H 6.77 0.23 -9.20  0.110
82 O -2.61 0.74 4.23  -0.056
83 H -2.52 1.65 4.50  0.028
84 H -3.21 0.35 4.86  0.041
85 C 0.08 -5.21 -3.89  -0.925
86 Cl -1.52 -5.75 -4.39  0.542
87 Cl 0.06 -3.88 -2.63  0.510
88 H 0.56 -6.06 -3.40  0.023
89 H 0.70 -4.86 -4.71  0.030
90 C 3.49 -1.23 -2.91  -0.961
91 Cl 2.97 -2.09 -1.46  0.571
92 Cl 3.14 -2.26 -4.30  0.547
93 H 2.92 -0.31 -3.07  0.008
94 H 4.56 -1.05 -2.82  0.042
95 C -5.20 3.12 -3.95  -0.953
96 Cl -3.42 2.83 -4.10  0.494
97 Cl -6.23 2.51 -5.28  0.494
98 H -5.59 2.74 -3.01  0.026
99 H -5.32 4.21 -3.96  0.021
100 C 4.09 -5.17 -1.47  -1.126
101 Cl 4.25 -6.89 -1.14  0.518
102 Cl 5.50 -4.57 -2.26  0.541
103 H 3.20 -4.91 -2.04  -0.008
104 H 4.01 -4.67 -0.50  -0.007
105 C -4.97 -2.11 -4.56  -0.899
106 Cl -4.34 -0.52 -4.12  0.513
107 Cl -3.68 -2.94 -5.67  0.421
108 H -5.09 -2.65 -3.62  -0.006
109 H -5.97 -2.14 -4.99  0.040
110 C -1.72 -6.71 0.29  -0.996
111 Cl -0.96 -5.36 1.11  0.572
112 Cl -3.43 -6.84 0.78  0.530
113 H -1.67 -6.60 -0.79  0.015
114 H -1.15 -7.62 0.45  0.010
115 C -1.14 5.20 -2.66  -0.927
116 Cl -0.13 6.46 -1.92  0.520
117 Cl -1.86 4.14 -1.33  0.521
118 H -2.04 5.58 -3.14  0.013
119 H -0.56 4.62 -3.38  0.026
120 C 3.57 6.75 1.05  -1.048
121 Cl 3.84 5.36 0.09  0.537
122 Cl 1.86 7.20 1.01  0.483
123 H 3.69 6.42 2.08  -0.070
124 H 4.31 7.52 0.82  0.048
125 C -7.29 -5.93 -0.24  -1.037
126 Cl -6.80 -5.91 -1.91  0.547
127 Cl -6.92 -7.51 0.58  0.464
128 H -6.84 -5.09 0.29  -0.047
129 H -8.36 -5.79 -0.06  0.027
130 C 4.13 -1.24 4.88  -1.013
131 Cl 5.02 -0.67 6.33  0.536
132 Cl 4.37 -0.03 3.65  0.579
133 H 4.52 -2.20 4.56  0.022
134 H 3.08 -1.37 5.13  0.025
135 C 0.66 -6.79 4.03  -0.937
136 Cl 0.46 -8.20 2.86  0.454
137 Cl -0.88 -6.46 4.88  0.487
138 H 1.50 -7.06 4.67  0.031
139 H 0.90 -5.88 3.48  -0.017
140 C 1.80 6.28 4.97  -0.845
141 Cl 3.55 5.99 4.58  0.513
142 Cl 0.86 4.95 4.19  0.535
143 H 1.64 6.15 6.04  0.013
144 H 1.45 7.20 4.50  0.023
145 C -3.00 5.49 1.80  -1.055
146 Cl -1.61 6.34 2.51  0.499
147 Cl -4.32 5.33 2.96  0.516
148 H -3.36 6.10 0.97  0.016
149 H -2.89 4.48 1.39  -0.017
150 C 6.31 2.89 3.65  -0.967
151 Cl 5.81 4.01 2.37  0.476
152 Cl 7.55 1.75 2.94  0.447
153 H 6.73 3.52 4.43  0.034
154 H 5.43 2.38 4.03  -0.030
155 C -8.04 -1.56 -0.86  -1.028
156 Cl -7.03 -2.58 0.08  0.620
157 Cl -7.04 -0.63 -1.97  0.540
158 H -8.80 -2.08 -1.44  0.043
159 H -8.56 -0.94 -0.13  0.035


(2)
DFT (ωB97M-V/def2-TZVPD) results for a molecular structure, C43H77F3FeN9O15S3.

Summary:
- expectation value of S² = 8.76
- 2S+1 = 6
- HOMO level (eV) = -7.07
- frontier orbital gap (eV) = 6.4
- F_max (eV/Å) = 5.52
- total energy (Ha) = -6063.8617

Each line ends with the Löwdin charge.
Cartesian coordinates (Å):
1 Fe -20.76 5.92 -9.42  0.971
2 C -14.90 6.06 -0.97  -0.059
3 O -14.86 7.22 -1.80  -0.215
4 C -14.39 7.00 -3.14  -0.181
5 C -14.90 8.15 -4.03  -0.051
6 N -16.36 8.51 -3.64  0.077
7 H -16.26 8.71 -2.65  0.151
8 H -16.61 9.42 -4.03  0.170
9 C -17.44 7.46 -3.90  -0.063
10 C -18.78 7.98 -3.35  -0.193
11 O -18.67 8.48 -2.02  -0.175
12 C -18.71 7.46 -1.04  -0.072
13 H -15.72 5.41 -1.29  0.067
14 H -14.96 6.32 0.09  0.097
15 H -13.93 5.60 -1.13  0.094
16 H -14.92 6.12 -3.50  0.106
17 H -13.31 6.91 -3.25  0.137
18 H -14.96 7.87 -5.08  0.109
19 H -14.26 9.03 -3.94  0.131
20 H -17.11 6.64 -3.25  0.103
21 H -17.48 7.22 -4.96  0.121
22 H -19.56 7.24 -3.54  0.097
23 H -19.10 8.87 -3.90  0.117
24 H -18.51 7.93 -0.08  0.096
25 H -17.86 6.78 -1.17  0.071
26 H -19.68 6.96 -1.07  0.088
27 C -17.35 9.72 -7.99  -0.101
28 O -16.23 9.21 -8.68  -0.150
29 C -16.32 7.80 -8.64  -0.219
30 C -15.31 7.19 -9.63  -0.066
31 N -15.50 7.91 -10.94  0.054
32 H -16.48 8.22 -11.00  0.073
33 H -14.90 8.73 -10.92  0.163
34 C -15.20 7.11 -12.23  -0.043
35 C -14.77 8.08 -13.31  -0.247
36 O -15.66 9.12 -13.56  -0.182
37 C -15.20 10.10 -14.47  -0.073
38 H -18.29 9.27 -8.32  0.078
39 H -17.50 10.78 -8.19  0.096
40 H -17.26 9.57 -6.91  0.075
41 H -17.28 7.35 -8.90  0.112
42 H -16.04 7.38 -7.67  0.100
43 H -15.46 6.11 -9.71  0.123
44 H -14.30 7.45 -9.31  0.134
45 H -16.10 6.54 -12.46  0.132
46 H -14.30 6.58 -11.94  0.133
47 H -14.52 7.54 -14.22  0.136
48 H -13.78 8.43 -12.97  0.125
49 H -16.14 10.63 -14.63  0.101
50 H -14.76 9.69 -15.37  0.094
51 H -14.51 10.75 -13.93  0.091
52 S -20.43 3.58 -10.52  0.332
53 O -20.84 2.38 -9.82  -0.319
54 O -19.90 3.35 -11.84  -0.267
55 O -21.50 4.62 -10.52  -0.376
56 O -19.55 4.42 -9.71  -0.358
57 S -20.12 6.39 -6.89  0.331
58 O -21.10 5.53 -7.57  -0.344
59 O -19.12 5.59 -6.29  -0.313
60 O -19.67 6.90 -8.21  -0.375
61 O -20.66 7.45 -6.07  -0.307
62 C -19.37 7.20 -13.47  -0.675
63 F -20.62 6.89 -13.80  0.159
64 F -18.55 6.16 -13.50  0.163
65 F -18.88 8.13 -14.25  0.163
66 S -19.45 7.95 -11.77  0.631
67 O -20.20 7.07 -10.87  -0.341
68 O -18.07 8.11 -11.32  -0.298
69 O -20.15 9.25 -11.97  -0.288
70 C -21.66 9.25 -8.94  -0.055
71 C -22.69 8.16 -8.52  -0.200
72 N -22.65 6.96 -9.40  -0.186
73 C -23.10 7.49 -10.75  -0.230
74 C -23.47 6.43 -11.79  -0.060
75 C -23.70 6.05 -8.91  -0.251
76 C -25.10 6.64 -8.70  -0.064
77 H -21.70 10.16 -8.33  0.070
78 H -21.83 9.61 -9.95  0.062
79 H -20.62 8.94 -8.86  0.045
80 H -22.52 7.97 -7.46  0.105
81 H -23.66 8.63 -8.65  0.109
82 H -23.93 8.19 -10.70  0.119
83 H -22.36 8.13 -11.22  0.082
84 H -22.57 5.93 -12.16  0.057
85 H -24.30 5.81 -11.48  0.077
86 H -23.70 7.07 -12.65  0.084
87 H -23.42 5.56 -7.97  0.099
88 H -23.80 5.18 -9.56  0.092
89 H -25.51 7.01 -9.64  0.073
90 H -25.27 7.29 -7.84  0.078
91 H -25.75 5.78 -8.52  0.070
92 N -23.21 2.65 -8.34  0.040
93 C -24.52 2.61 -8.77  -0.127
94 C -25.28 2.90 -7.67  -0.164
95 C -24.49 3.16 -6.55  -0.107
96 C -23.17 3.05 -7.01  -0.122
97 H -22.38 2.56 -8.92  0.076
98 H -24.80 2.41 -9.80  0.109
99 H -26.36 2.95 -7.66  0.089
100 H -24.83 3.38 -5.55  0.082
101 H -22.18 3.19 -6.62  0.082
102 N -19.96 1.40 -7.47  0.043
103 C -19.64 0.10 -7.17  -0.132
104 C -19.08 0.05 -5.93  -0.120
105 C -19.08 1.36 -5.45  -0.123
106 C -19.62 2.17 -6.41  -0.153
107 H -20.35 1.72 -8.36  0.070
108 H -19.72 -0.70 -7.89  0.106
109 H -18.68 -0.85 -5.49  0.088
110 H -18.66 1.73 -4.53  0.074
111 H -19.83 3.23 -6.42  0.084
112 N -22.06 6.51 -3.89  0.038
113 C -22.72 5.39 -3.51  -0.147
114 C -23.19 5.49 -2.21  -0.093
115 C -22.77 6.77 -1.78  -0.122
116 C -22.13 7.37 -2.83  -0.166
117 H -21.67 6.65 -4.81  0.082
118 H -22.88 4.58 -4.21  0.105
119 H -23.67 4.76 -1.59  0.093
120 H -22.97 7.18 -0.81  0.094
121 H -21.67 8.35 -2.86  0.103
122 N -16.77 4.72 -7.19  0.069
123 C -16.49 3.89 -8.21  -0.129
124 C -15.14 3.69 -8.33  -0.105
125 C -14.56 4.48 -7.33  -0.125
126 C -15.56 5.07 -6.64  -0.202
127 H -17.72 4.91 -6.90  0.082
128 H -17.30 3.44 -8.76  0.116
129 H -14.57 3.10 -9.04  0.097
130 H -13.50 4.65 -7.16  0.093
131 H -15.53 5.87 -5.91  0.074
132 N -21.07 10.13 -5.55  0.013
133 C -20.33 11.16 -6.01  -0.170
134 C -21.03 12.33 -5.86  -0.119
135 C -22.29 11.98 -5.39  -0.110
136 C -22.26 10.62 -5.11  -0.118
137 H -20.77 9.17 -5.61  0.074
138 H -19.44 10.98 -6.60  0.088
139 H -20.74 13.29 -6.25  0.092
140 H -23.19 12.57 -5.33  0.092
141 H -22.94 9.89 -4.69  0.105
142 N -18.41 4.42 -3.93  0.032
143 C -19.17 4.35 -2.79  -0.110
144 C -18.45 3.59 -1.89  -0.136
145 C -17.22 3.36 -2.39  -0.144
146 C -17.17 3.89 -3.69  -0.132
147 H -18.72 4.83 -4.80  0.073
148 H -20.17 4.74 -2.75  0.099
149 H -18.75 3.25 -0.91  0.102
150 H -16.42 2.84 -1.88  0.098
151 H -16.40 3.85 -4.45  0.092